DFT (ωB97M-V/def2-TZVPD) results for an isolated molecule of C15H25NO3 in a non-equilibrium geometry.

Properties
- structure (SMILES) = CCOc1cccc(OCCCNCCCOC)c1
- HOMO (eV) = -7.94
- energy relative to the best compared isomer or geometry (same formula, charge and spin) (kcal per mole) = 402.29
- HOMO-LUMO gap (Eh) = 0.3198

```
! wB97M-V def2-TZVPD RIJCOSX def2/J DEFGRID3
* xyz 0 1
C -1.12 -1.80 2.59
C -2.15 -0.64 3.20
O -1.53 0.37 3.88
C -0.83 1.30 2.97
C -0.06 2.32 3.51
C 0.76 3.12 2.90
C 0.81 3.18 1.51
C -0.32 2.34 0.85
C -1.01 1.31 1.53
H -1.52 0.74 1.00
O -0.49 2.15 -0.37
C 0.34 2.94 -1.35
C 1.85 2.58 -1.54
C 1.83 0.98 -1.96
N 1.26 0.09 -1.16
H 0.57 0.25 -0.79
C 1.44 -1.21 -1.63
C 0.36 -1.63 -2.68
C -0.04 -3.09 -2.75
O -0.21 -3.91 -1.65
C -1.68 -3.59 -1.33
H -1.64 -2.77 -0.83
H -2.33 -3.85 -1.98
H -1.66 -4.44 -0.40
H -0.96 -3.32 -3.64
H 1.00 -3.51 -3.10
H 0.64 -1.04 -3.71
H -0.80 -1.22 -2.24
H 2.43 -1.65 -1.99
H 1.19 -1.93 -0.68
H 1.15 1.02 -2.91
H 2.77 0.77 -2.40
H 2.30 2.32 -0.35
H 2.53 3.15 -2.10
H 0.58 4.10 -1.04
H -0.09 2.91 -2.11
H 1.00 4.06 1.04
H 1.51 3.72 3.63
H 0.04 2.01 4.75
H -2.81 -0.58 2.37
H -2.56 -1.15 3.98
H -0.38 -1.59 1.79
H -0.50 -2.25 3.22
H -1.67 -2.58 1.98
*
```

Now the Löwdin charges, all in e: -0.035, -0.235, -0.050, -0.143, -0.125, -0.162, 0.005, -0.286, 0.074, 0.036, -0.001, -0.083, -0.073, -0.269, -0.042, -0.059, -0.230, -0.201, -0.384, -0.192, -0.009, -0.007, 0.011, 0.164, 0.187, 0.134, 0.152, 0.164, 0.146, 0.156, 0.126, 0.099, 0.175, 0.078, 0.174, -0.015, 0.046, 0.162, 0.191, 0.102, 0.079, 0.059, 0.005, 0.078



DFT (ωB97M-V/def2-TZVPD) results for a structure of composition C15H26AuClO2P2S in a non-equilibrium geometry.

Properties
- HOMO (alpha / beta) (eV) = -13.86 / -14.35
- energy relative to the best compared isomer or geometry (same formula, charge and spin) (kcal per mole) = 0.00
- ⟨S²⟩ = 2.03
- HOMO-LUMO gap (alpha / beta) (Eh) = 0.2616 / 0.2033

```
! wB97M-V def2-TZVPD RIJCOSX def2/J DEFGRID3
* xyz 2 3
C 0.28 -0.37 -5.60
C 0.44 -0.29 -4.12
H 1.27 -0.28 -6.05
H -0.36 0.46 -5.95
H -0.18 -1.33 -5.87
O 1.47 -0.19 -3.50
Cl -1.20 -0.33 -3.25
Au 0.08 -0.18 -0.85
P -0.21 2.17 -0.82
C 0.99 3.03 0.23
C -0.10 2.93 -2.46
H -0.02 4.02 -2.36
H -1.94 3.77 -0.22
H -0.98 2.69 -3.06
H -2.61 2.16 -0.64
H 2.01 2.76 -0.06
H 0.79 2.56 -2.99
C -1.80 2.69 -0.12
H 0.86 4.12 0.14
H -1.84 2.40 0.95
H 0.82 2.73 1.28
P 0.05 -2.54 -0.60
C 1.37 -3.19 0.45
C -1.46 -3.13 0.21
H -0.61 -3.15 -2.85
H 0.14 -4.52 -1.98
H 1.15 -3.21 -2.64
C 0.19 -3.43 -2.16
H -2.33 -2.83 -0.40
H -1.45 -4.23 0.32
H 1.29 -4.28 0.53
H 1.29 -2.75 1.45
H -1.55 -2.66 1.20
H 2.35 -2.94 0.02
C 1.87 -0.06 -0.01
O 2.88 0.01 0.53
S -2.04 -0.12 1.93
C -1.06 0.26 3.24
C -0.04 -0.63 3.69
C 0.80 -0.24 4.73
C 0.63 0.99 5.37
C -0.38 1.86 4.94
C -1.23 1.50 3.91
H 0.05 -1.60 3.20
H 1.60 -0.91 5.05
H 1.28 1.27 6.19
H -0.52 2.83 5.43
H -2.03 2.16 3.57
*
```

Now the Löwdin charges, all in e: -0.037, -0.715, 0.110, 0.108, 0.110, 0.020, 0.625, 0.629, 0.693, -0.235, -0.244, 0.074, 0.078, 0.048, 0.059, 0.052, 0.050, -0.252, 0.077, -0.003, 0.059, 0.690, -0.237, -0.258, 0.034, 0.075, 0.061, -0.245, 0.062, 0.076, 0.079, 0.045, -0.013, 0.059, -0.196, 0.203, 0.764, -0.735, -0.104, -0.054, -0.024, -0.049, -0.102, 0.087, 0.119, 0.125, 0.122, 0.108



DFT (ωB97M-V/def2-TZVPD) results for a structure of composition C15H26B2F4NO16Tl2 in a non-equilibrium geometry.

Properties
- HOMO (eV) = -17.92
- energy relative to the best compared isomer or geometry (same formula, charge and spin) (kcal per mole) = 0.00
- HOMO-LUMO gap (Eh) = 0.0673

```
! wB97M-V def2-TZVPD RIJCOSX def2/J DEFGRID3
* xyz 3 1
Tl 2.94 -1.99 -1.34
Tl -2.01 -2.46 -1.99
B 0.60 -3.88 -1.26
H 1.47 -4.64 -1.17
H 0.71 -3.23 -2.22
H -0.43 -4.41 -1.31
H 0.62 -3.34 -0.21
B 0.23 -0.63 -1.06
H 0.45 -1.24 -0.09
H -0.90 -0.36 -1.03
H 1.02 0.23 -1.13
H 0.41 -1.24 -2.04
C 0.99 -2.22 -6.30
C 0.82 -2.01 -4.83
O -0.31 -1.93 -4.30
O 1.79 -1.85 -4.04
H 0.42 -1.47 -6.85
H 0.63 -3.20 -6.62
H 2.05 -2.15 -6.59
C -5.77 2.26 -0.18
C -5.51 1.55 1.15
O -4.22 1.01 0.87
C -4.22 0.70 -0.46
O -3.42 -0.06 -0.95
O -5.28 1.24 -1.05
F -6.37 0.57 1.47
H -5.24 3.21 -0.22
H -6.85 2.36 -0.24
H -5.52 2.28 1.97
C 0.98 -3.13 4.66
C 1.15 -1.61 4.87
O 1.89 -1.20 3.74
C 1.77 -2.09 2.76
O 2.21 -1.98 1.65
O 1.14 -3.20 3.23
F 1.90 -1.41 5.98
H -0.06 -3.39 4.88
H 1.64 -3.80 5.20
H 0.25 -1.00 4.91
C 3.88 3.80 1.27
C 4.64 2.97 2.29
O 4.52 1.66 1.71
C 3.44 1.63 0.93
O 2.98 0.61 0.46
O 2.99 2.84 0.65
F 4.07 2.91 3.49
H 4.51 4.14 0.45
H 3.35 4.60 1.79
H 5.71 3.18 2.33
C -0.95 0.25 2.44
C -0.86 1.41 1.49
O 0.27 2.12 1.96
C 0.36 1.89 3.28
O 1.11 2.42 4.04
O -0.41 0.85 3.61
F -1.90 2.27 1.53
H -0.30 -0.58 2.15
H -1.97 -0.13 2.50
H -0.71 1.04 0.47
C -0.45 1.48 -4.50
N -1.63 1.36 -3.63
O -1.94 2.26 -2.92
O -2.16 0.24 -3.55
H -0.44 0.68 -5.23
H 0.45 1.34 -3.89
H -0.48 2.46 -4.98
*
```

Now the Löwdin charges, all in e: 1.256, 1.261, -0.346, 0.092, -0.048, 0.019, 0.076, -0.415, 0.042, -0.005, 0.104, -0.043, 0.096, -0.577, 0.146, 0.136, 0.123, 0.129, 0.134, -0.013, -0.289, 0.109, -0.515, 0.055, 0.123, 0.122, 0.156, 0.162, 0.184, 0.005, -0.272, 0.162, -0.550, 0.079, 0.076, 0.114, 0.147, 0.157, 0.164, 0.010, -0.259, 0.165, -0.543, 0.078, 0.100, 0.121, 0.153, 0.159, 0.184, -0.021, -0.302, 0.154, -0.531, 0.236, 0.092, 0.116, 0.123, 0.156, 0.129, 0.092, -0.372, 0.196, 0.063, 0.096, 0.118, 0.133



DFT (ωB97M-V/def2-TZVPD) results for a cluster of 3 separate species, C15H26BF7NO6S in total in a non-equilibrium geometry.

Properties
- HOMO (eV) = -4.70
- HOMO-LUMO gap (Eh) = 0.2463

```
! wB97M-V def2-TZVPD RIJCOSX def2/J DEFGRID3
* xyz -1 1
N -0.32 3.23 -1.41
C 0.70 2.68 -0.39
C 0.55 3.36 1.10
C 1.72 2.93 2.17
B 2.12 1.33 2.17
O 3.36 0.89 2.88
C 3.46 -0.52 2.38
S 4.40 -1.78 3.40
C 1.85 -0.95 2.27
C 1.42 -2.33 3.06
C -0.18 -2.59 2.82
F -0.33 -3.64 1.75
O 1.14 0.32 2.63
H -1.02 2.44 -1.55
H 0.21 3.24 -2.33
H 1.79 2.85 -0.83
H 0.50 1.51 -0.37
H 0.64 4.54 0.93
H -0.51 3.14 1.55
H 1.42 3.35 3.23
H 2.71 3.53 1.86
H 2.35 0.97 1.07
H 3.97 -0.48 1.32
H 5.62 -1.23 3.83
H 1.45 -1.11 1.16
H 1.68 -2.34 4.21
H 2.02 -3.21 2.53
H -0.68 -1.57 2.53
H -0.65 -3.05 3.82
C -1.96 6.55 -5.20
C -1.14 6.81 -6.45
O 0.27 6.77 -6.15
C 0.84 5.53 -6.09
O 0.22 4.48 -6.27
C 2.33 5.63 -5.81
F 2.62 6.52 -4.82
F 3.03 6.05 -6.90
F 2.89 4.45 -5.42
H -1.68 7.25 -4.40
H -3.03 6.66 -5.41
H -1.78 5.54 -4.82
H -1.35 7.82 -6.82
H -1.38 6.11 -7.25
C -1.61 -5.91 1.55
C -2.09 -7.33 1.28
O -2.62 -7.92 2.47
C -3.91 -7.60 2.79
O -4.61 -6.84 2.12
C -4.36 -8.34 4.05
F -3.42 -8.31 5.04
F -4.61 -9.66 3.81
F -5.50 -7.82 4.59
H -0.90 -5.90 2.38
H -1.14 -5.48 0.67
H -2.44 -5.27 1.85
H -1.24 -7.94 0.96
H -2.83 -7.35 0.47
*
```

Now the Löwdin charges, all in e: -0.093, -0.290, -0.226, -0.131, -0.837, -0.113, -0.556, 0.654, -0.279, -0.172, -0.111, -0.187, -0.077, 0.056, 0.049, 0.126, 0.116, 0.100, 0.109, 0.099, 0.107, 0.080, 0.114, -0.139, 0.160, 0.108, 0.119, 0.129, 0.123, -0.062, -0.216, 0.008, -0.322, 0.143, -0.471, 0.142, 0.138, 0.143, 0.086, 0.081, 0.080, 0.123, 0.124, -0.083, -0.209, 0.009, -0.327, 0.141, -0.472, 0.139, 0.137, 0.137, 0.084, 0.081, 0.081, 0.124, 0.123



Number 1: E_tot -866.4655 Ha. Number 2: E_tot -2413.8478 Ha. Number 3: E_tot -2638.2930 Ha. Number 4: E_tot -2215.4257 Ha.